89
Properties=species:S:1:pos:R:3:forces:R:3:mulliken_charge:R:1 method="wB97M-V/def2-TZVPD" charge=-1 relative_energy_kj_mol=3.2 lumo_energy_ha="0.0332 / 0.0334" e_tot_ha=-5330.4536 gap_ev="4.92 / 4.92"
Ni 0.5677 1.2375 0.6972 0.0265 0.0235 -0.0226 -0.606
I -2.5941 7.7616 6.9647 -0.0026 0.0168 0.0102 0.041
C -2.0506 6.1619 5.7399 0.0065 -0.0465 -0.0447 -0.041
C -1.0671 5.2747 6.1445 -0.0051 0.0349 0.0343 -1.076
C -0.7165 4.2108 5.3319 0.0029 -0.0018 0.0020 -0.398
C -1.3524 3.9619 4.1047 0.0303 -0.0231 -0.0109 0.818
C -2.2725 4.9395 3.6899 0.0148 -0.0252 -0.0264 -0.572
C -2.6340 6.0064 4.4938 -0.0211 0.0545 0.0412 -0.853
C -0.9681 2.8454 3.2168 0.0429 0.0168 -0.0152 -0.072
C 0.0987 1.9674 3.5206 -0.0236 0.0165 0.0447 0.980
C 0.3876 1.4310 4.8386 -0.0212 -0.0481 0.0152 -1.590
C 1.2610 0.4167 4.6671 0.0569 0.0227 0.0483 -1.048
C 1.6030 0.3921 3.2707 -0.0635 -0.0144 -0.0402 0.283
C 2.6187 -0.3306 2.6998 -0.0348 0.0554 -0.0469 1.098
C 3.3043 -1.4090 3.4508 0.0079 -0.0310 -0.0015 -0.830
C 4.0441 -1.1848 4.6060 -0.0125 0.0101 -0.0125 -0.161
C 4.6581 -2.2381 5.2692 0.0388 -0.0248 0.0443 -0.717
C 4.5299 -3.5217 4.7645 -0.0267 0.0420 -0.0335 -0.039
I 5.4532 -5.1124 5.7594 0.0113 -0.0199 0.0122 0.047
C 3.8034 -3.7648 3.6078 0.0114 -0.0538 0.0040 -0.722
C 3.1947 -2.7076 2.9506 -0.0001 0.0472 0.0324 -0.036
C 3.0442 -0.0989 1.3777 -0.0931 0.0781 0.0479 0.688
N 2.3535 0.6075 0.4634 -0.0049 -0.0061 0.0658 0.071
C 3.1007 0.5847 -0.6784 -0.1409 -0.0115 -0.0763 -0.035
C 2.5904 0.8402 -1.9451 -0.0116 -0.0171 0.1645 0.852
C 3.4928 0.6315 -3.1032 0.1616 0.0567 -0.0789 -0.456
C 4.4949 1.5479 -3.4052 -0.0950 -0.0088 0.0195 -0.044
C 5.3615 1.3280 -4.4653 0.0673 -0.0015 -0.0784 -0.680
C 5.2285 0.1731 -5.2204 -0.0706 0.0148 0.0845 -0.034
I 6.5326 -0.1704 -6.8164 0.0241 -0.0045 -0.0306 0.052
C 4.2465 -0.7611 -4.9235 0.0397 -0.0039 -0.0548 -0.750
C 3.3816 -0.5283 -3.8653 -0.0183 -0.0306 0.0202 0.013
C 1.2380 1.0437 -2.1754 -0.0773 -0.0092 0.1154 0.383
C 0.6081 1.0203 -3.4589 -0.0417 -0.0049 -0.0932 -1.373
C -0.7315 1.0203 -3.2395 0.0639 -0.0060 -0.0118 -1.405
C -0.9105 1.0971 -1.8200 -0.1078 0.0180 0.0466 0.859
N 0.2840 1.1234 -1.1926 0.0321 0.0618 -0.0061 0.275
C -2.1623 1.2530 -1.1860 0.1768 0.0215 0.0495 1.308
C -2.2670 1.6727 0.1180 -0.0603 -0.0157 0.0426 0.210
C -3.4903 2.0706 0.7747 -0.0045 0.0088 -0.0414 -0.887
C -3.1390 2.6686 1.9283 0.0334 0.0407 0.0585 -1.732
C -1.6920 2.5588 2.0469 -0.1202 -0.0622 -0.0421 1.038
N -1.2055 1.9165 0.9608 0.0860 0.0070 -0.0586 -0.154
C -3.3779 1.0424 -2.0101 -0.0072 -0.0319 -0.0058 -0.829
C -3.6133 -0.2129 -2.5688 -0.0237 0.0312 -0.0155 -0.099
C -4.7360 -0.4453 -3.3472 -0.0345 -0.0255 -0.0331 -0.858
C -5.6306 0.5888 -3.5799 0.0492 -0.0144 0.0276 -0.117
I -7.3245 0.2442 -4.7545 -0.0207 0.0012 -0.0105 0.043
C -5.4093 1.8484 -3.0481 -0.0298 0.0300 -0.0126 -0.735
C -4.2824 2.0679 -2.2682 -0.0141 0.0033 0.0066 -0.267
C 4.3476 -0.0763 -0.4347 0.0976 -0.0585 0.0670 -0.865
C 4.2973 -0.5335 0.8415 0.0670 0.0005 -0.1071 -1.337
N 0.8247 1.3114 2.5999 0.0513 -0.0545 -0.0978 -0.090
H -0.5540 5.4160 7.0864 -0.0043 0.0068 0.0006 0.385
H 0.1015 3.5902 5.6590 -0.0387 0.0637 -0.0207 0.555
H -2.6907 4.9041 2.6962 -0.0063 -0.0542 -0.0163 0.555
H -3.3541 6.7274 4.1305 0.0005 0.0028 0.0052 0.360
H -0.1151 1.6982 5.7520 0.0084 -0.0603 -0.0269 0.627
H 1.6428 -0.2571 5.4159 0.0051 -0.0076 0.0050 0.661
H 4.1538 -0.1757 4.9834 -0.0031 0.0104 0.0035 0.550
H 5.2375 -2.0562 6.1643 -0.0028 0.0025 0.0005 0.367
H 3.7083 -4.7690 3.2178 0.0029 -0.0003 0.0016 0.413
H 2.6203 -2.8735 2.0441 -0.0096 -0.0023 -0.0327 0.384
H 4.5939 2.4433 -2.8041 0.0018 0.0010 0.0000 0.460
H 6.1328 2.0498 -4.6977 -0.0008 -0.0056 -0.0001 0.364
H 4.1602 -1.6702 -5.5030 0.0018 0.0016 -0.0012 0.402
H 2.6325 -1.2650 -3.5959 -0.0084 0.0082 0.0212 0.533
H 1.1201 0.9900 -4.4065 0.0172 -0.0269 0.0071 0.579
H -1.5237 0.9927 -3.9684 -0.0089 0.0095 -0.0173 0.530
H -4.4851 1.9012 0.3973 -0.0081 0.0064 -0.0062 0.694
H -3.8004 3.0435 2.6908 0.0198 0.0302 0.0124 0.698
H -2.9150 -1.0180 -2.3792 0.0117 0.0094 0.0019 0.741
H -4.9112 -1.4279 -3.7644 0.0033 0.0033 -0.0038 0.430
H -6.1011 2.6566 -3.2432 -0.0027 -0.0025 -0.0034 0.369
H -4.0962 3.0552 -1.8646 0.0075 0.0025 0.0102 0.555
H 5.1228 -0.2390 -1.1652 -0.0016 0.0113 -0.0093 0.489
H 5.0319 -1.1206 1.3673 0.0029 0.0022 0.0054 0.484
O -0.0050 -1.1668 1.1336 0.0338 -0.1309 0.0765 -0.270
N -0.6635 -1.9139 0.2987 -0.0816 0.0805 -0.0544 -0.096
C -2.0108 -1.9776 0.4464 0.0427 0.0129 0.0035 -0.151
C -2.8136 -2.7465 -0.3545 0.0252 -0.0199 0.0122 -0.871
C -2.2083 -3.4808 -1.3784 -0.0186 0.0123 -0.0055 -0.371
C -0.8477 -3.4001 -1.5370 -0.0078 0.0109 -0.0118 -0.697
C -0.0146 -2.6209 -0.7005 -0.0536 -0.0368 0.0837 0.368
S 1.6741 -2.5747 -0.8531 0.1113 0.0095 -0.0434 -0.343
H -2.3658 -1.3645 1.2620 -0.0254 -0.0087 -0.0041 0.488
H -3.8809 -2.7569 -0.1849 -0.0097 -0.0064 0.0063 0.447
H -2.7975 -4.1056 -2.0387 -0.0112 0.0024 0.0032 0.356
H -0.3419 -3.9565 -2.3136 -0.0057 0.0032 0.0014 0.410